The following is a DFT calculation (ωB97M-V/def2-TZVPD) of a cluster of 2 separate species, C28H25NOS in total in a non-equilibrium geometry.

The spin multiplicity is 1. The value obtained for the LUMO energy is -0.101 Ha. As for the HOMO-LUMO gap: 0.1122 Eh. For the total energy, the calculation gives -1610.0303 Ha. Its net charge is 0. The value obtained for the strongest force on any atom is 1.93 eV/Å.

Geometry (Å):
C  5.792  3.157  4.017
O  4.469  3.604  3.854
C  3.887  3.259  2.658
C  2.587  3.755  2.404
C  1.939  3.482  1.234
C  2.549  2.683  0.247
S  1.755  2.342  -1.174
C  3.841  2.178  0.493
C  4.490  2.455  1.662
H  6.167  3.537  4.967
H  5.816  2.067  4.035
H  6.416  3.546  3.211
H  2.121  4.359  3.163
H  0.953  3.876  1.049
H  4.312  1.568  -0.261
H  5.470  2.045  1.827
C  -3.243  -1.405  -6.066
N  -3.754  -1.576  -4.697
C  -4.795  -2.614  -4.603
C  -2.932  -1.263  -3.575
C  -3.000  -0.007  -2.932
C  -2.268  0.249  -1.806
C  -1.398  -0.722  -1.271
C  -0.769  -0.584  0.030
C  0.387  -1.326  0.465
C  0.382  -1.417  1.874
C  1.352  -2.158  2.543
C  2.361  -2.744  1.811
C  2.419  -2.592  0.423
C  1.438  -1.907  -0.255
C  -0.738  -0.642  2.354
C  -1.401  -0.094  1.232
C  -2.531  0.708  1.432
C  -2.963  0.956  2.713
C  -2.316  0.390  3.812
C  -1.207  -0.410  3.643
C  -1.283  -1.950  -1.958
C  -2.042  -2.222  -3.059
H  -2.357  -0.770  -6.069
H  -2.973  -2.373  -6.487
H  -4.011  -0.945  -6.686
H  -5.053  -2.812  -3.563
H  -5.691  -2.275  -5.124
H  -4.449  -3.542  -5.057
H  -3.666  0.741  -3.322
H  -2.336  1.211  -1.328
H  1.305  -2.256  3.614
H  3.129  -3.305  2.319
H  3.251  -3.006  -0.125
H  1.478  -1.778  -1.320
H  -3.055  1.119  0.592
H  -3.821  1.588  2.866
H  -2.689  0.578  4.806
H  -0.708  -0.863  4.481
H  -0.641  -2.713  -1.556
H  -1.982  -3.183  -3.536

The following is a DFT calculation (ωB97M-V/def2-TZVPD) of a structure of composition C28H26AsMoN4O8S3.

The spin multiplicity is 1. The value obtained for the LUMO energy is -0.414 Ha. As for the HOMO-LUMO gap: 0.1830 Eh. For the total energy, the calculation gives -5401.1002 Ha. Its net charge is +3. The value obtained for the strongest force on any atom is 0.52 eV/Å. The calculation puts the energy above the lowest of the compared OMol25 structures with the same formula, charge and spin at 0.855 eV.

Geometry (Å):
Mo  1.285  0.436  -0.568
C  -2.884  4.134  -0.058
S  -2.004  3.538  -1.514
C  -0.666  2.773  -0.801
S  0.538  2.141  -1.977
N  -0.442  2.677  0.472
N  0.811  2.115  0.676
C  1.668  2.693  1.427
C  3.039  2.230  1.284
C  4.100  2.733  2.002
C  5.386  2.290  1.683
C  5.544  1.379  0.659
C  4.419  0.917  -0.024
N  3.193  1.332  0.279
H  -3.753  4.661  -0.447
H  -2.254  4.821  0.501
H  -3.195  3.298  0.563
H  1.386  3.555  2.025
H  3.935  3.464  2.783
H  6.243  2.669  2.224
H  6.522  1.024  0.365
H  4.511  0.214  -0.841
O  1.702  -2.739  -1.584
As  2.278  -1.736  -2.873
O  3.721  -2.051  -3.465
O  2.450  -0.126  -1.793
C  0.899  -1.155  -4.044
C  1.399  -1.022  -5.335
C  0.575  -0.562  -6.360
C  -0.731  -0.206  -6.089
C  -1.234  -0.316  -4.793
C  -0.433  -0.797  -3.775
S  -1.264  -1.016  -2.235
O  -2.276  -0.026  -2.105
O  -1.511  -2.391  -1.976
O  -0.134  -0.617  -1.148
H  2.288  -3.511  -1.495
H  2.430  -1.283  -5.546
H  0.972  -0.482  -7.363
H  -1.375  0.158  -6.878
H  -2.257  -0.032  -4.584
C  -5.135  -1.690  -0.627
O  -3.857  -1.772  0.030
C  -3.551  -0.866  0.969
C  -4.368  0.182  1.379
C  -3.946  1.011  2.405
C  -2.714  0.827  3.029
C  -1.889  -0.205  2.630
C  -2.301  -1.043  1.595
N  -1.594  -2.185  1.133
C  -0.469  -2.711  1.449
C  0.479  -2.202  2.458
C  0.543  -2.831  3.697
C  1.424  -2.378  4.669
C  2.272  -1.314  4.397
C  2.250  -0.699  3.153
C  1.355  -1.145  2.197
O  1.367  -0.604  0.937
H  -5.940  -1.783  0.100
H  -5.161  -2.528  -1.315
H  -5.211  -0.752  -1.176
H  -5.338  0.327  0.928
H  -4.603  1.802  2.743
H  -2.418  1.469  3.846
H  -0.957  -0.373  3.147
H  -2.133  -2.670  0.404
H  -0.241  -3.644  0.941
H  -0.110  -3.668  3.908
H  1.455  -2.866  5.633
H  2.970  -0.973  5.150
H  2.939  0.101  2.918

The following is a DFT calculation (ωB97M-V/def2-TZVPD) of a structure of composition C28H26AuClFN5O5S.

The spin multiplicity is 1. The value obtained for the LUMO energy is -0.064 Ha. As for the HOMO-LUMO gap: 0.1693 Eh. For the total energy, the calculation gives -2826.4357 Ha. Its net charge is 0. The value obtained for the strongest force on any atom is 0.68 eV/Å. The calculation puts the energy above the lowest of the compared OMol25 structures with the same formula, charge and spin at 2.010 eV.

Geometry (Å):
Au  -1.556  -1.760  -2.627
F  -1.941  -1.821  3.640
C  -0.795  -1.584  2.955
C  -0.639  -2.096  1.696
C  0.550  -1.894  1.009
C  0.658  -2.454  -0.365
O  -0.239  -3.159  -0.785
C  1.887  -2.102  -1.053
C  2.859  -1.457  -0.385
N  2.759  -0.965  0.900
C  3.863  -0.258  1.491
C  3.731  1.221  1.753
C  4.621  0.725  0.653
C  1.589  -1.165  1.607
C  1.399  -0.639  2.888
C  0.205  -0.833  3.564
N  0.048  -0.227  4.855
C  -1.275  0.189  5.296
C  -1.078  1.147  6.497
N  0.346  1.623  6.460
C  1.290  0.502  6.796
C  0.842  -0.726  5.966
C  2.139  -2.339  -2.534
O  3.287  -2.636  -2.886
O  1.132  -2.066  -3.250
H  -1.420  -2.670  1.210
H  3.801  -1.283  -0.888
H  4.436  -0.839  2.205
H  4.190  1.618  2.650
H  2.799  1.683  1.455
H  5.693  0.767  0.795
H  4.284  0.880  -0.363
H  2.171  -0.034  3.352
H  -1.916  -0.634  5.615
H  -1.772  0.695  4.472
H  -1.209  0.646  7.453
H  -1.737  2.009  6.458
H  0.498  2.426  7.063
H  0.542  1.887  5.493
H  1.236  0.337  7.870
H  2.289  0.838  6.531
H  0.275  -1.424  6.595
H  1.711  -1.256  5.591
S  -2.179  -3.431  -4.147
C  -1.424  -2.816  -5.546
N  -0.197  -2.232  -5.478
C  0.362  -1.626  -6.528
C  -0.264  -1.637  -7.743
C  -1.468  -2.344  -7.793
N  -2.034  -2.918  -6.746
H  0.350  -2.221  -4.570
H  1.318  -1.160  -6.330
H  0.154  -1.152  -8.612
H  -1.998  -2.446  -8.737
Cl  -4.525  6.409  -3.193
C  -3.864  4.795  -3.221
C  -3.132  4.344  -2.135
C  -2.620  3.054  -2.161
C  -2.813  2.235  -3.266
C  -3.539  2.714  -4.349
C  -4.081  3.991  -4.329
C  -2.224  0.842  -3.304
O  -2.225  0.232  -2.165
O  -1.788  0.400  -4.371
H  -2.974  4.995  -1.284
H  -2.068  2.661  -1.315
H  -3.665  2.072  -5.211
H  -4.658  4.366  -5.163

Question: Number 3 is which compound?
Answer: C28H26AuClFN5O5S

Question: Number 3 is which compound?
Answer: C28H26AuClFN5O5S

Question: Look up the spin multiplicity of the second one.
Answer: 1

Repeat the third record exactly.
The following is a DFT calculation (ωB97M-V/def2-TZVPD) of a structure of composition C28H26AuClFN5O5S.

The spin multiplicity is 1. The value obtained for the LUMO energy is -0.064 Ha. As for the HOMO-LUMO gap: 0.1693 Eh. For the total energy, the calculation gives -2826.4357 Ha. Its net charge is 0. The value obtained for the strongest force on any atom is 0.68 eV/Å. The calculation puts the energy above the lowest of the compared OMol25 structures with the same formula, charge and spin at 2.010 eV.

Geometry (Å):
Au  -1.556  -1.760  -2.627
F  -1.941  -1.821  3.640
C  -0.795  -1.584  2.955
C  -0.639  -2.096  1.696
C  0.550  -1.894  1.009
C  0.658  -2.454  -0.365
O  -0.239  -3.159  -0.785
C  1.887  -2.102  -1.053
C  2.859  -1.457  -0.385
N  2.759  -0.965  0.900
C  3.863  -0.258  1.491
C  3.731  1.221  1.753
C  4.621  0.725  0.653
C  1.589  -1.165  1.607
C  1.399  -0.639  2.888
C  0.205  -0.833  3.564
N  0.048  -0.227  4.855
C  -1.275  0.189  5.296
C  -1.078  1.147  6.497
N  0.346  1.623  6.460
C  1.290  0.502  6.796
C  0.842  -0.726  5.966
C  2.139  -2.339  -2.534
O  3.287  -2.636  -2.886
O  1.132  -2.066  -3.250
H  -1.420  -2.670  1.210
H  3.801  -1.283  -0.888
H  4.436  -0.839  2.205
H  4.190  1.618  2.650
H  2.799  1.683  1.455
H  5.693  0.767  0.795
H  4.284  0.880  -0.363
H  2.171  -0.034  3.352
H  -1.916  -0.634  5.615
H  -1.772  0.695  4.472
H  -1.209  0.646  7.453
H  -1.737  2.009  6.458
H  0.498  2.426  7.063
H  0.542  1.887  5.493
H  1.236  0.337  7.870
H  2.289  0.838  6.531
H  0.275  -1.424  6.595
H  1.711  -1.256  5.591
S  -2.179  -3.431  -4.147
C  -1.424  -2.816  -5.546
N  -0.197  -2.232  -5.478
C  0.362  -1.626  -6.528
C  -0.264  -1.637  -7.743
C  -1.468  -2.344  -7.793
N  -2.034  -2.918  -6.746
H  0.350  -2.221  -4.570
H  1.318  -1.160  -6.330
H  0.154  -1.152  -8.612
H  -1.998  -2.446  -8.737
Cl  -4.525  6.409  -3.193
C  -3.864  4.795  -3.221
C  -3.132  4.344  -2.135
C  -2.620  3.054  -2.161
C  -2.813  2.235  -3.266
C  -3.539  2.714  -4.349
C  -4.081  3.991  -4.329
C  -2.224  0.842  -3.304
O  -2.225  0.232  -2.165
O  -1.788  0.400  -4.371
H  -2.974  4.995  -1.284
H  -2.068  2.661  -1.315
H  -3.665  2.072  -5.211
H  -4.658  4.366  -5.163